{
  "formula": "C27H52IrOP2",
  "method": "wB97M-V/def2-TZVPD",
  "species": ["Ir", "C", "C", "C", "C", "C", "C", "H", "H", "H", "C", "H", "H", "H", "C", "H", "H", "H", "C", "H", "H", "H", "C", "H", "H", "H", "C", "C", "C", "C", "C", "C", "C", "C", "H", "H", "H", "H", "H", "H", "H", "H", "H", "H", "H", "H", "P", "C", "H", "H", "H", "C", "H", "H", "H", "C", "H", "H", "H", "P", "C", "H", "H", "H", "C", "H", "H", "H", "C", "H", "H", "H", "C", "C", "C", "O", "H", "H", "H", "H", "H", "H", "H"],
  "xyz": [[-0.4769, 2.3788, -0.9985], [1.3360, -0.2220, -2.3638], [1.3486, 1.1571, -2.5287], [1.7891, 0.6436, -0.2776], [1.6489, -0.5370, -0.9907], [1.4644, 1.8245, -1.1692], [1.1343, -1.2151, -3.4481], [0.3622, -0.8762, -4.1548], [0.8210, -2.1840, -3.0424], [2.0645, -1.3691, -4.0154], [1.9277, -1.8701, -0.4312], [1.6545, -2.6706, -1.1297], [1.3729, -2.0234, 0.5388], [3.0036, -1.9726, -0.1999], [2.4265, 0.7056, 1.0456], [3.5094, 0.4919, 0.9621], [2.0086, -0.0733, 1.6982], [2.3075, 1.6826, 1.5297], [2.2976, 3.0619, -1.0652], [3.0930, 3.0356, -1.8186], [2.7467, 3.1603, -0.0738], [1.6661, 3.9372, -1.2496], [1.3835, 1.8920, -3.8048], [2.3401, 1.7047, -4.3229], [1.3006, 2.9711, -3.6358], [0.5775, 1.5835, -4.4859], [-2.2398, 1.3781, -0.8835], [-1.6301, 1.2995, -2.2088], [-2.1076, 2.1440, -3.3672], [-1.6991, 3.6381, -3.2651], [-0.9699, 4.0107, -1.9964], [-1.6495, 4.0110, -0.6982], [-3.1353, 3.7259, -0.6035], [-3.4782, 2.2237, -0.7044], [-3.1942, 2.0509, -3.4761], [-2.5736, 4.2809, -3.3987], [-1.6633, 1.7234, -4.2772], [-4.1638, 2.0528, -1.5448], [-2.1873, 0.4574, -0.2915], [-1.2436, 0.3064, -2.4635], [-4.0150, 1.8961, 0.1952], [-3.5018, 4.1145, 0.3522], [-1.2766, 4.7493, 0.0240], [-3.6803, 4.2913, -1.3680], [-1.0203, 3.8728, -4.0909], [-0.1848, 4.7705, -2.0824], [-1.4167, -2.4639, -0.0786], [-0.9697, -4.2522, -0.0256], [-1.8728, -4.8663, 0.0883], [-0.2786, -4.4153, 0.8130], [-0.4583, -4.5147, -0.9635], [-2.6188, -2.3848, 1.3120], [-3.1436, -3.3462, 1.4214], [-3.3480, -1.5854, 1.1167], [-2.0600, -2.1481, 2.2255], [-2.6600, -2.5724, -1.4372], [-3.2634, -1.6571, -1.4492], [-3.3080, -3.4471, -1.2933], [-2.1304, -2.6541, -2.3958], [-0.6638, 1.4967, 2.1420], [0.0811, 3.1650, 2.3675], [-0.6432, 3.8034, 2.8825], [0.3206, 3.6043, 1.3825], [0.9990, 3.0908, 2.9590], [-2.3766, 1.9230, 2.5972], [-2.8194, 2.6250, 1.8752], [-2.3358, 2.3796, 3.5937], [-2.9689, 0.9992, 2.6235], [-0.0894, 0.6240, 3.6305], [-0.2537, 1.2650, 4.5073], [0.9756, 0.3741, 3.5250], [-0.6519, -0.3143, 3.7016], [2.4445, -2.6491, 3.4584], [1.0203, -2.9860, 3.0296], [0.0536, -3.0616, 4.2132], [0.5416, -2.1351, 2.0506], [2.4705, -1.6772, 3.9666], [3.1078, -2.6013, 2.5911], [2.8228, -3.4113, 4.1483], [1.0593, -4.0198, 2.6200], [0.1124, -2.1368, 4.8024], [-0.9785, -3.1887, 3.8738], [0.3175, -3.9030, 4.8654]],
  "forces_ev_per_a": [[2.4, -1.9, 3.1], [0.3, -0.8, 0.9], [0.1, 0.5, 1.1], [0.1, 1.5, -0.6], [-0.5, -0.3, -1.4], [2.4, -2.1, -0.1], [-0.2, -0.2, -0.2], [0.3, -0.1, 0.1], [0.1, 0.2, -0.1], [-0.2, 0.0, 0.1], [0.0, -0.7, 0.5], [0.1, 0.2, 0.3], [0.6, 0.2, -1.2], [-0.3, 0.1, -0.1], [0.0, 0.2, 0.6], [-0.3, 0.1, -0.1], [0.1, 0.1, -0.2], [0.1, -0.2, -0.1], [0.3, 0.5, 0.0], [0.0, 0.2, 0.2], [-0.1, 0.1, -0.1], [0.5, 0.2, 0.0], [-0.1, 0.4, -0.3], [-0.3, 0.0, 0.1], [0.1, -0.2, -0.1], [0.2, -0.1, 0.1], [-1.7, -2.1, -1.7], [-2.3, -1.8, -0.1], [0.1, 0.0, -0.4], [0.2, 0.1, -0.6], [-1.2, 2.3, 0.4], [-0.5, 2.4, -0.7], [-0.3, 0.0, 0.5], [-0.2, 0.1, 0.3], [0.2, 0.0, 0.0], [0.1, 0.0, 0.1], [-0.3, 0.1, 0.1], [0.2, -0.1, 0.1], [0.1, 0.3, -0.2], [0.1, 0.3, 0.1], [0.2, 0.1, -0.3], [0.1, 0.0, -0.1], [0.0, -0.4, -0.2], [0.2, 0.0, 0.0], [-0.2, 0.0, 0.0], [-0.1, -0.3, -0.1], [-0.7, 0.0, -0.5], [0.3, 0.3, 0.1], [0.3, 0.1, 0.0], [-0.2, -0.2, -0.3], [-0.1, 0.0, 0.3], [0.2, 0.1, 0.2], [0.1, 0.4, 0.1], [0.1, -0.2, 0.1], [-0.3, -0.1, -0.1], [0.2, 0.0, -0.1], [0.0, -0.2, -0.1], [0.0, 0.3, -0.2], [-0.3, -0.1, 0.1], [-0.1, 1.2, -0.7], [0.3, 0.1, -0.2], [0.3, 0.1, 0.0], [0.0, 0.0, 0.6], [-0.1, 0.2, -0.1], [-0.2, -0.4, -0.1], [0.2, -0.3, 0.3], [-0.2, -0.1, -0.2], [-0.1, 0.3, 0.1], [0.2, -0.4, -0.2], [0.0, -0.2, -0.2], [-0.3, 0.1, 0.2], [0.1, 0.2, 0.2], [-0.1, 0.3, 0.2], [1.1, -0.8, -0.4], [-0.5, 0.4, 0.4], [-0.3, -0.2, 1.2], [0.0, -0.1, 0.0], [0.0, -0.1, 0.1], [0.0, 0.2, -0.1], [-0.3, 0.3, -0.1], [0.0, -0.2, -0.1], [0.2, -0.1, 0.1], [0.0, 0.2, -0.3]],
  "charge": 2,
  "homo_ev": [-13.3, -13.3],
  "multiplicity": 6,
  "s_squared": 8.774
}

{
  "formula": "C5H7NO",
  "method": "wB97M-V/def2-TZVPD",
  "species": ["C", "N", "C", "C", "C", "C", "O", "H", "H", "H", "H", "H", "H", "H"],
  "xyz": [[-0.2523, 0.6722, 1.6995], [0.3669, 1.4360, 0.9041], [0.4530, 1.0362, -0.4672], [1.2776, -0.1693, -0.8248], [-0.2181, -0.2323, -0.9075], [-1.0189, -0.9856, 0.1291], [-0.8519, -0.5157, 1.4717], [-0.3478, 0.9355, 2.7519], [0.4807, 1.8784, -1.1537], [1.7664, -0.6926, -0.0084], [1.8411, -0.1529, -1.7518], [-0.6602, -0.2496, -1.8988], [-0.7494, -2.0463, 0.1604], [-2.0870, -0.9138, -0.1046]],
  "forces_ev_per_a": [[0.2, 0.2, 0.0], [-0.2, -0.3, 0.2], [0.0, 0.1, -0.1], [0.2, -0.1, 0.0], [-0.2, -0.1, 0.0], [0.0, -0.1, -0.2], [0.1, 0.1, 0.1], [0.0, 0.0, -0.1], [0.0, -0.2, 0.1], [-0.1, 0.1, 0.0], [-0.1, 0.0, 0.1], [0.0, 0.0, 0.1], [0.0, 0.1, -0.1], [0.1, 0.0, 0.0]],
  "de_lowest_kj_mol": 150.7,
  "homo_ev": -9.2,
  "multiplicity": 1,
  "smiles": "C1=N[C@H]2C[C@H]2CO1"
}

Number 1: molecular weight 646.88 g/mol. Number 2: molecular weight 97.12 g/mol.